(1)
Here is the ion BrHO4PS with charge -1 from OMol25. Energies are from wB97M-V/def2-TZVPD.

Results
HOMO-LUMO gap = 8.3 eV
structure (SMILES) = O=S(=O)([O-])P(O)Br
HOMO energy = -5.084 eV

Geometry as ORCA input:
```
! wB97M-V def2-TZVPD RIJCOSX def2/J DEFGRID3
* xyz -1 1
O -0.8890 0.5314 1.4675
O -0.7293 -1.7190 0.5877
S -1.0268 -0.3319 0.2868
Br 1.6710 -1.2425 -1.8892
O -2.2836 -0.0974 -0.3735
P 0.4964 0.5182 -1.0298
O 1.4944 1.2963 0.0179
H 1.2668 1.0449 0.9325
*
```

***

(2)
Here is a structure of composition C41H44CsFN2Te from OMol25. Energies are from wB97M-V/def2-TZVPD.

Results
HOMO-LUMO gap = 5.1 eV
relative energy (zero: lowest compared OMol25 entry of this formula, charge and spin) = 0.0 kJ/mol
HOMO energy = -1.251 eV

Geometry as ORCA input:
```
! wB97M-V def2-TZVPD RIJCOSX def2/J DEFGRID3
* xyz -2 1
C 2.2211 0.4299 4.4777
H 0.3566 -2.6524 -1.0084
H 4.6180 4.2155 -1.5334
H 0.3969 -4.1693 2.6951
Te -1.5757 -2.4869 1.9854
C 2.5218 -4.5627 -4.0946
C 5.2375 0.5302 -2.9725
H 2.3443 -5.5676 -4.4976
C -0.4994 1.7640 4.3677
C 2.8817 -0.3191 1.9367
H -3.8679 1.5294 4.3411
C 0.0318 -4.0324 -2.6459
C -2.4929 0.0781 3.5460
H 6.5813 -0.8920 0.9127
H 0.8476 -6.0386 -2.5093
C -1.8783 2.7472 -2.4041
H 1.9562 1.6124 -1.2781
C 3.9189 -0.1607 2.8891
H 3.2053 -5.3091 -2.1866
H -0.1726 -5.0004 -4.5788
H 0.2979 2.4468 4.6500
C 3.2089 -0.7343 0.6255
H 6.0464 -0.2272 3.2304
F -2.6893 5.5348 -5.4828
H 5.9548 2.5154 -2.5301
H -1.3020 -4.4642 -0.1213
C 1.0641 -5.0349 -2.1227
H 4.2901 0.2999 4.9738
H 1.0244 -1.4621 -4.4453
C 5.2586 -0.3776 2.4991
C -2.3554 4.0531 -2.1721
C -1.9257 -4.3888 0.7741
H 1.8970 0.6775 5.4802
H 0.9664 -2.4848 2.8219
C 0.0768 -4.0107 -4.1758
H -2.0457 3.0825 5.0546
C -1.1805 -0.3417 3.3009
H -2.5339 4.3778 -1.1458
N 1.8855 -0.8212 -2.0026
H 2.4063 -0.8494 -0.0978
C 3.5353 0.2135 4.1984
H 1.5118 -3.5730 -5.7278
H -0.3231 -1.8738 -2.4259
H 4.3471 -1.3560 -3.2946
H -1.7795 -5.2976 1.3678
H 7.2646 0.8878 -3.6246
C -1.8157 2.1298 4.5918
C 2.9491 -0.0508 -2.2241
C -2.4214 4.6272 -4.4796
C 1.2456 0.2839 3.4478
H -2.9723 -4.3656 0.4528
H -1.7901 3.1210 -5.8539
C 1.4737 -3.5816 -4.6317
C 6.5075 0.1028 -3.6717
C -2.6291 4.9946 -3.1692
C 2.8851 1.3028 -1.7481
H -0.9675 -4.3248 -2.3079
H 4.7540 -1.2236 -0.7420
C 4.5149 -0.9433 0.2770
C 3.9222 2.1962 -1.8440
N 1.5758 -0.0778 2.2326
C 3.7680 3.5832 -1.2687
H 3.7942 -2.9143 -2.2730
C 5.5503 -0.7547 1.2157
H 3.5185 -4.2457 -4.4220
H 2.7410 -1.8386 -4.4676
H 6.9229 -0.8001 -3.2164
H -3.3063 -0.5837 3.2353
C 2.4642 -4.5933 -2.5626
C -1.9519 3.3760 -4.8113
H -2.9939 5.9915 -2.9412
H 3.7023 3.5463 -0.1777
H 1.0114 -5.0826 -1.0306
C 1.7737 -2.1786 -4.0937
C 0.3761 -2.6462 -2.1042
C 1.7617 -2.1550 -2.5477
Cs -0.9107 0.4806 -0.2691
H 2.7100 -3.1939 -0.9173
C 4.1903 -0.3744 -2.8685
C 2.7734 -3.1952 -2.0113
C 5.1279 1.8160 -2.4539
H 2.8588 4.0621 -1.6374
C -0.1872 0.5564 3.7292
H 6.3154 -0.1194 -4.7248
H -1.3116 1.4974 -4.0742
C -1.6928 2.4747 -3.7750
H -0.6649 -3.3001 -4.5547
C -2.8269 1.2697 4.1742
C 0.4199 -3.1938 2.2113
H 0.8994 -3.2839 1.2374
*
```

***

(3)
Here is the molecule C4H6BNO2S from OMol25. Energies are from wB97M-V/def2-TZVPD.

Results
HOMO-LUMO gap = 7.2 eV
relative energy (zero: lowest compared OMol25 entry of this formula, charge and spin) = 476.0 kJ/mol
HOMO energy = -7.213 eV

Geometry as ORCA input:
```
! wB97M-V def2-TZVPD RIJCOSX def2/J DEFGRID3
* xyz 0 1
C 0.2807 -1.6093 -0.0814
H 1.9194 -1.4882 1.0820
H 0.5227 3.8218 0.7050
O 0.3679 2.9347 1.0429
S -1.7276 0.5591 -1.0873
C -1.9739 -1.1653 -0.8822
H -1.5115 -3.0215 -0.1266
H 0.5528 -2.3176 1.7719
C -1.0941 -1.9426 -0.1843
N 1.0059 -1.8467 0.9883
H -2.8432 -1.4514 -1.2819
O 1.6774 2.1601 -0.9030
C -0.3410 0.9660 -0.3839
H 2.5652 2.3215 -0.6138
B 0.5992 2.0795 -0.0456
*
```

***

(4)
Here is a cluster of 2 separate species, C4H12N3 in total from OMol25. Energies are from wB97M-V/def2-TZVPD.

Results
HOMO-LUMO gap = 7.0 eV
relative energy (zero: lowest compared OMol25 entry of this formula, charge and spin) = 334.6 kJ/mol
HOMO energy = -11.493 eV

Geometry as ORCA input:
```
! wB97M-V def2-TZVPD RIJCOSX def2/J DEFGRID3
* xyz 1 1
N 0.1984 0.4164 1.2034
H -2.6754 1.0962 0.8606
N 1.4085 1.3365 -0.5096
H 0.1644 1.3768 1.6556
C 0.8808 0.2430 0.0382
H -0.1251 -0.3688 1.7316
H 1.3970 -3.0349 -0.2309
H 1.9519 1.2628 -1.4278
H 0.9811 -2.1771 1.4857
H -2.3550 -0.1573 -1.0920
H 1.5259 -1.0944 -1.3719
N -1.9204 0.6872 -1.0040
H 1.6687 2.0610 0.1676
H -1.4670 2.3122 0.0761
C 0.9475 -1.0233 -0.4353
C -1.7949 1.3120 0.1426
C 0.7028 -2.3453 0.3271
H -1.2520 0.9788 -1.7829
H -0.2373 -2.8815 0.1660
*
```

***

(5)
Here is a cluster of 13 separate species, C5H34NO14 in total from OMol25. Energies are from wB97M-V/def2-TZVPD.

Results
HOMO-LUMO gap = 9.0 eV
relative energy (zero: lowest compared OMol25 entry of this formula, charge and spin) = 296.8 kJ/mol
HOMO energy = -6.341 eV

Geometry as ORCA input:
```
! wB97M-V def2-TZVPD RIJCOSX def2/J DEFGRID3
* xyz -1 1
C 0.8562 0.0054 0.5183
H -2.5188 2.0422 -2.3902
H -2.9401 2.3136 0.6253
O 1.5898 1.9196 -4.5245
O -1.0916 3.4120 -2.3329
O -2.6064 1.1919 -2.8573
C 0.5771 1.1330 1.5078
H -2.1748 -0.7478 2.5412
O -3.9636 0.3725 -0.5804
H 1.4700 1.7264 1.4991
H -0.7025 -2.1608 3.5503
H 0.0080 -1.3610 -1.0811
H 0.4191 0.7925 2.5401
O 1.0276 -1.8216 -3.7368
H 2.9552 0.4045 3.5081
H -0.1273 1.0060 -4.5650
O -1.9195 -1.0107 3.6150
H -1.7580 3.5121 -1.6482
H 0.1162 -1.5252 -3.8855
O -0.6062 0.2415 -4.1964
H 1.5003 0.4358 -1.4539
H -2.1672 0.9895 0.4570
C -0.3104 -0.6630 -0.2256
H -0.8344 -1.8322 1.5885
H 2.4861 1.6981 -4.2543
H -0.5865 2.6413 -2.0380
H -0.8942 0.1650 -0.6159
H 0.1296 -3.2384 4.3990
H -3.1302 0.7011 -2.1887
H -1.9412 -2.1024 0.1212
C 3.1824 0.5015 -0.1413
H 0.9630 -3.0265 -0.3963
H -0.2903 1.7297 1.3390
H 3.5205 0.2388 0.8621
H 4.4192 0.8695 3.3009
C -1.2905 -1.3706 0.6713
O 0.1625 -2.7356 3.5862
H 2.6540 -1.8475 2.4034
O -2.0547 2.0144 0.3865
H 1.5600 -1.0654 -3.9774
N 1.8856 0.2660 -0.5154
H 1.4704 -1.5296 3.4980
H -1.5151 -0.2037 3.9691
H 1.3085 2.6348 -3.9541
H -4.6571 -0.2884 -0.7053
H -3.3446 -0.0202 0.1284
O -2.2914 -0.4409 1.2096
O 1.0361 -3.5409 0.4092
H 1.3449 -0.7189 1.2657
O 3.9265 1.0059 -0.9688
H -1.3299 0.6173 -3.6508
H 0.6266 -3.0563 1.1296
O 3.4605 1.0896 3.0757
O 2.3903 -1.3639 3.1782
*
```

***

(6)
Here is the molecule C2H5N3S3 from OMol25. Energies are from wB97M-V/def2-TZVPD.

Results
HOMO-LUMO gap = 8.5 eV
structure (SMILES) = [H]/N=C(\NS)NSC=S
relative energy (zero: lowest compared OMol25 entry of this formula, charge and spin) = 279.5 kJ/mol
HOMO energy = -8.525 eV

Geometry as ORCA input:
```
! wB97M-V def2-TZVPD RIJCOSX def2/J DEFGRID3
* xyz 0 1
C 1.9845 -0.4046 -0.4307
N -0.5712 2.0725 -0.0192
H 1.3784 -0.5646 -1.3681
S -3.0798 -0.9290 -0.0573
H -3.2329 1.2397 -0.5078
S 3.6185 -0.1796 -0.4508
N -2.5175 0.5635 -0.4109
H -2.7560 -1.7628 -1.2213
H -1.1006 3.0731 0.1976
N -0.4011 -0.2460 0.1586
C -1.2491 0.9507 -0.1131
S 1.1149 -0.1935 1.0027
H -0.7314 -1.1581 0.1487
*
```

***

Q: Which of these has the highest HOMO-LUMO gap?
A: C5H34NO14

***

Repeat the sixth record exactly.
Here is the molecule C2H5N3S3 from OMol25. Energies are from wB97M-V/def2-TZVPD.

Results
HOMO-LUMO gap = 8.5 eV
structure (SMILES) = [H]/N=C(\NS)NSC=S
relative energy (zero: lowest compared OMol25 entry of this formula, charge and spin) = 279.5 kJ/mol
HOMO energy = -8.525 eV

Geometry as ORCA input:
```
! wB97M-V def2-TZVPD RIJCOSX def2/J DEFGRID3
* xyz 0 1
C 1.9845 -0.4046 -0.4307
N -0.5712 2.0725 -0.0192
H 1.3784 -0.5646 -1.3681
S -3.0798 -0.9290 -0.0573
H -3.2329 1.2397 -0.5078
S 3.6185 -0.1796 -0.4508
N -2.5175 0.5635 -0.4109
H -2.7560 -1.7628 -1.2213
H -1.1006 3.0731 0.1976
N -0.4011 -0.2460 0.1586
C -1.2491 0.9507 -0.1131
S 1.1149 -0.1935 1.0027
H -0.7314 -1.1581 0.1487
*
```

***

Q: What is the HOMO-LUMO gap in the second record?
A: 5.1 eV

***

Copy entry 1 word for word.
Here is the ion BrHO4PS with charge -1 from OMol25. Energies are from wB97M-V/def2-TZVPD.

Results
HOMO-LUMO gap = 8.3 eV
structure (SMILES) = O=S(=O)([O-])P(O)Br
HOMO energy = -5.084 eV

Geometry as ORCA input:
```
! wB97M-V def2-TZVPD RIJCOSX def2/J DEFGRID3
* xyz -1 1
O -0.8890 0.5314 1.4675
O -0.7293 -1.7190 0.5877
S -1.0268 -0.3319 0.2868
Br 1.6710 -1.2425 -1.8892
O -2.2836 -0.0974 -0.3735
P 0.4964 0.5182 -1.0298
O 1.4944 1.2963 0.0179
H 1.2668 1.0449 0.9325
*
```